22
Properties=species:S:1:pos:R:3:forces:R:3 method="wB97M-V/def2-TZVPD" e_tot_ev=-19788.1073 orbital_gap_ev=7.4 de_lowest_ev=7.063 homo_ev=-7.27
C 1.2054 0.5316 -0.8227 -1.728 0.845 0.688
C -0.7577 1.2363 -0.1092 0.739 2.240 -0.496
C 0.3631 -0.7088 -0.2989 1.694 0.447 1.522
C 2.2922 0.9443 0.1017 1.553 -1.098 -1.777
C -1.9122 2.2070 0.0605 0.570 1.594 -2.152
C 0.6011 -1.4595 1.0334 0.694 -0.980 2.105
C 0.3549 -1.6482 -1.4180 0.256 -3.235 -2.275
N -0.8800 -0.0026 -0.0902 -2.494 -0.851 0.417
S -2.5592 -0.8234 0.2691 0.766 -0.610 -0.561
H 2.6736 -0.0656 0.3694 0.541 0.526 0.129
H 2.0570 1.4283 0.9868 -0.787 0.764 1.894
H 3.1170 1.5587 -0.3690 -0.957 -0.749 0.190
H -1.9136 2.6265 1.0971 -0.051 -0.277 -0.897
H -2.9345 1.8252 -0.2597 1.270 0.206 0.580
H -1.6682 3.0910 -0.7265 -0.562 -1.798 2.101
H -0.3614 -2.0330 1.2074 1.399 0.181 -0.053
H 0.7865 -0.9197 2.0028 -0.825 0.745 -1.170
H 1.5243 -2.1108 1.2071 -1.281 0.230 -1.484
H 0.0623 -1.1614 -2.3647 -0.099 -0.125 0.547
H -0.3324 -2.5206 -1.2016 0.586 0.730 -0.365
H 1.3868 -2.1438 -1.6907 -1.731 1.197 1.032
H -3.1052 0.1483 1.0161 0.449 0.016 0.025